No. 1
The following is a quantum chemistry calculation of a 4-piece molecular cluster, C30H35F10IO11S overall, from the OMol25 dataset.

Output
Molecular weight: 920.55 g/mol
HOMO-LUMO gap: 7.909 eV
LUMO energy: -0.0546 Eh
SMILES: CCC[C@@H](C)C1=C(C[C@H](C)I)C(=O)c2c(cc(O)cc2S(=O)(=O)F)C1=O.CCOC(=O)C(F)(F)F.CCOC(=O)C(F)(F)F.CCOC(=O)C(F)(F)F

Last column: Mulliken charge in e.
CARTESIAN COORDINATES (ANGSTROEM)
C: 5.84 1.22 -1.49  -0.991
H: -6.82 2.51 -4.00  -0.007
H: -4.60 2.23 -2.81  0.196
C: 0.45 -1.63 1.31  -0.994
C: -4.64 0.21 -6.46  0.823
C: -8.98 1.41 -2.31  0.935
C: -4.67 -2.65 -2.87  0.136
H: -3.99 3.65 -3.64  0.392
O: -6.81 1.23 -1.23  -0.451
H: 0.08 -2.05 2.30  0.320
C: 7.61 2.87 3.19  0.299
O: -8.49 -0.13 -0.58  -0.342
F: -8.57 2.54 -2.91  -0.271
C: -7.60 -0.75 0.37  0.243
C: 4.17 -2.30 2.80  0.308
C: -7.96 0.86 -1.32  0.321
H: -6.77 -0.35 2.33  0.401
H: -2.74 -1.87 -3.50  0.322
H: -8.34 0.42 2.03  0.325
I: 3.99 2.04 0.98  -0.033
O: 7.71 3.45 0.44  -0.445
C: 5.37 -1.21 2.85  0.109
C: -3.53 -2.54 -3.86  -1.080
H: -5.31 3.81 -2.46  0.377
C: 6.47 0.69 4.44  0.214
O: -5.55 0.35 -4.22  -0.438
C: -3.13 -3.13 0.47  0.837
H: 3.98 -4.54 2.35  0.342
C: -5.91 2.99 -4.37  0.211
C: 6.00 -0.85 4.29  -0.245
O: 8.05 0.59 1.00  -0.505
H: 4.50 -1.53 0.15  -0.359
C: 7.50 3.67 4.52  -0.541
H: 2.36 -1.55 0.17  -0.014
H: 2.91 -0.46 2.47  0.009
C: -3.51 -2.41 -0.82  0.418
O: 6.10 -1.69 5.21  -0.561
C: 6.36 1.49 5.76  -0.652
H: 5.34 2.01 -2.15  0.350
H: 6.24 -1.08 -0.42  0.489
H: 7.87 4.76 4.62  0.361
H: -3.06 -3.52 -4.01  0.362
O: -3.24 -1.27 -1.08  -0.523
C: 2.02 -2.09 1.14  0.088
F: -4.29 -1.07 -6.21  -0.343
F: -10.16 1.70 -1.72  -0.262
H: 1.97 -3.22 1.00  0.246
C: 5.90 -0.55 1.72  0.428
C: -5.22 0.91 -5.24  0.342
C: 7.12 0.50 1.84  0.042
F: -2.59 -4.35 0.25  -0.273
H: 0.36 -0.48 1.27  0.242
H: -3.89 -2.16 -4.82  0.317
H: 5.84 3.39 7.34  0.330
F: -3.53 0.82 -6.93  -0.270
C: 5.34 -0.77 0.24  0.029
H: -8.08 -1.67 0.69  0.374
H: -5.44 -3.31 -3.27  0.425
O: 9.85 3.40 1.68  -0.552
F: -4.21 -3.33 1.27  -0.267
C: 4.52 -3.61 1.93  -1.438
F: -5.51 0.17 -7.48  -0.273
C: 6.87 2.96 5.78  0.367
O: -4.22 -3.23 -1.63  -0.326
O: 6.73 3.68 7.02  -0.520
C: -4.90 3.19 -3.25  -1.132
F: -2.24 -2.45 1.20  -0.207
F: -9.25 0.53 -3.30  -0.265
H: -5.14 -1.68 -2.69  -0.011
H: 6.14 0.34 -2.18  0.335
C: -7.39 0.15 1.58  -1.223
H: 4.33 -3.53 0.82  0.304
H: 5.65 -3.80 2.07  0.373
C: 4.77 0.60 -0.45  -0.556
C: 7.08 1.41 3.18  0.208
H: 6.79 1.58 -0.98  0.236
H: -6.66 -1.02 -0.11  -0.093
O: -5.34 2.23 -5.45  -0.345
C: 2.76 -1.59 2.47  -0.418
H: -6.19 3.96 -4.77  0.332
H: 3.88 0.27 -1.10  0.515
H: -6.90 1.08 1.30  0.307
H: 4.08 -2.67 3.89  0.531
H: -0.16 -2.11 0.46  0.202
H: 2.04 -1.82 3.34  0.377
F: 8.30 5.39 2.09  -0.288
H: 5.91 1.02 6.71  0.298
S: 8.37 3.72 1.75  1.160

No. 2
The following is a quantum chemistry calculation of a 19-piece molecular cluster, C66H181N11O26 overall, from the OMol25 dataset.

Output
Molecular weight: 1545.22 g/mol
HOMO-LUMO gap (alpha / beta): 8.487 / 3.170 eV
LUMO energy (alpha / beta): -0.0520 / -0.2474 Eh
Multiplicity: 2
Charge: +1
Expectation value of S²: 0.7588

Last column: Löwdin spin population.
CARTESIAN COORDINATES (ANGSTROEM)
C: 3.24 -2.47 3.86  0.000
H: 0.05 0.26 4.77  0.000
C: -2.75 4.19 -2.54  0.053
C: -3.90 -2.99 0.72  0.000
N: 0.15 3.24 -4.89  0.000
O: -0.12 6.36 -1.65  0.001
H: 2.25 4.47 -2.48  0.000
H: -2.89 -6.60 2.98  0.000
O: -5.48 -2.72 6.93  0.000
H: 3.21 -3.07 -3.59  0.000
H: 3.43 6.31 1.88  0.000
C: 4.49 4.17 -4.86  0.000
O: -2.33 -0.59 -2.65  0.011
O: -4.15 1.41 3.86  0.000
H: 3.26 -2.88 -1.40  0.000
C: 5.06 -0.46 -7.39  0.000
C: 0.78 -5.61 1.45  0.000
H: -5.85 -1.64 2.01  0.000
H: 5.89 1.97 -1.31  0.000
C: 7.60 -3.17 -6.45  0.000
O: 7.24 -3.91 -7.57  0.000
H: 3.23 7.05 -5.06  0.000
C: 0.70 1.02 -0.70  0.023
H: -2.46 2.51 4.43  0.000
O: 2.31 -3.51 4.25  0.000
H: -0.08 3.94 -0.30  0.000
O: -7.72 4.44 2.52  0.000
C: 0.77 1.02 5.08  0.000
H: -0.75 3.96 -2.65  0.010
H: -6.43 2.71 -1.29  0.000
H: 1.18 -1.60 -3.19  0.000
H: -5.87 -4.66 7.12  0.000
N: 2.10 -4.27 -5.12  0.000
O: 1.43 0.52 6.29  0.000
C: -7.54 3.12 2.94  0.000
C: -1.06 5.85 -0.69  0.036
H: 2.18 -2.77 -0.04  0.000
H: 1.75 5.96 -6.44  0.000
H: -4.50 -3.69 0.15  0.000
N: -6.33 1.06 1.99  0.000
C: -1.47 1.10 0.38  0.021
H: -4.35 -0.79 2.29  0.000
H: 8.96 4.09 -0.93  0.000
H: -4.00 0.61 -2.09  0.000
H: 6.62 3.04 -2.26  0.000
H: -2.28 -5.06 2.50  0.000
H: -1.89 -2.61 4.85  0.000
O: 5.85 4.07 -4.64  0.000
H: -4.89 0.89 0.46  0.000
H: 2.48 -3.23 6.32  0.000
H: -0.40 -2.57 -1.21  0.000
C: 3.15 -3.17 -0.36  0.000
C: -8.30 5.23 3.49  0.000
H: -7.61 2.34 0.97  0.000
H: -7.95 -2.94 3.78  0.000
C: 1.71 1.75 -5.91  0.000
H: 3.35 1.87 5.25  0.000
H: -7.83 5.31 4.46  0.000
O: 4.18 -2.55 0.37  0.000
C: -6.85 2.40 1.74  0.000
H: -2.09 6.15 -0.89  0.001
O: -0.50 4.23 3.08  0.000
H: -0.95 1.90 -1.50  0.007
H: -3.98 4.53 -0.80  0.000
C: -0.51 -3.31 -2.00  0.000
H: -1.83 -1.20 5.78  0.000
H: 1.64 -5.01 7.87  0.000
H: -1.40 -3.18 -2.61  0.000
N: -0.76 1.12 -0.89  0.226
H: -6.98 3.13 3.88  0.000
H: -4.12 -3.78 6.00  0.000
H: 4.20 1.12 -3.60  0.000
O: -0.89 0.17 -6.52  0.000
O: 0.60 -6.99 1.27  0.000
H: -9.97 -3.46 6.88  0.000
H: 6.53 3.59 1.29  0.000
H: 0.68 1.09 2.24  0.000
H: -6.50 -4.22 2.30  0.000
H: -2.95 -0.02 -6.55  0.000
H: 4.41 -0.54 -2.88  0.000
H: 4.01 -5.09 -4.85  0.000
H: -0.72 -4.23 -1.46  0.000
H: 4.18 -3.01 3.73  0.000
O: -4.43 -1.73 0.44  0.000
H: -1.90 -1.16 -7.46  0.000
C: 0.27 2.17 -5.84  0.000
H: -0.65 0.74 -4.49  0.000
H: 0.65 4.05 -5.23  0.000
H: 0.01 3.44 2.95  0.000
H: 8.93 2.92 -2.29  0.000
N: -4.36 -0.48 5.87  0.000
H: 4.45 2.51 0.86  0.000
N: 1.19 1.83 2.71  0.001
H: -1.60 -1.03 0.20  0.000
H: -8.63 -3.32 2.26  0.000
H: 2.47 0.86 -2.08  0.000
H: -5.72 1.21 2.78  0.000
H: -4.18 0.77 4.57  0.000
H: 1.66 -4.86 -4.44  0.000
C: 8.92 3.04 -1.20  0.000
C: -5.91 -3.76 7.74  0.000
C: -2.04 -0.62 -6.52  0.000
N: 2.02 -5.69 7.24  0.000
H: -6.35 -0.01 0.17  0.000
H: 2.19 0.31 3.73  0.000
H: 6.70 -1.52 -5.32  0.000
C: -9.47 -4.58 3.79  0.000
C: 2.43 -3.09 -4.34  0.000
H: -2.28 -1.13 4.07  0.000
H: 9.81 2.54 -0.82  0.000
C: 2.92 7.09 -0.48  0.000
H: 3.30 3.20 -1.98  0.000
H: 2.08 6.39 -0.57  0.000
H: -7.00 3.53 -2.72  0.000
H: 3.06 -0.01 0.50  0.000
O: -9.32 -4.57 5.23  0.000
C: -0.12 -1.90 2.05  0.001
H: 9.10 -4.13 -8.59  0.000
H: 4.70 0.31 0.03  0.000
H: -4.07 -0.39 6.83  0.000
H: 3.68 -4.19 5.57  0.000
C: -3.29 0.38 -2.89  0.001
O: 4.56 -0.41 -4.95  0.000
H: -3.87 -3.31 1.76  0.000
H: 5.92 0.91 -5.90  0.000
C: -2.85 -5.55 3.29  0.000
H: -9.27 4.78 3.72  0.000
C: -3.84 3.80 -1.60  0.003
H: -7.18 -5.43 4.91  0.000
O: 0.71 -3.54 -2.71  0.000
H: 2.74 -2.30 -5.02  0.000
C: 4.77 0.19 -3.61  0.000
H: 0.38 8.12 -2.61  0.000
H: -2.34 -5.51 4.25  0.000
C: 2.54 -8.44 -6.24  0.000
C: 8.30 -4.68 -8.08  0.000
H: 6.62 4.95 -0.71  0.000
H: 1.99 -6.03 5.16  0.000
H: 4.26 1.18 -6.31  0.000
H: 3.72 2.39 3.64  0.000
H: 3.05 -2.01 2.89  0.000
H: -0.05 -5.19 0.89  0.000
H: 5.65 -2.69 -6.11  0.000
H: 6.25 4.92 -4.87  0.000
H: 2.24 2.58 -6.39  0.000
H: -0.08 -4.33 6.63  0.000
H: -1.32 7.91 -2.37  0.000
H: 0.77 -7.19 0.35  0.000
C: -0.76 1.12 -5.51  0.000
H: -0.95 1.77 1.07  0.009
H: -6.95 -3.57 8.01  0.000
H: 3.95 -4.13 -6.25  0.000
H: -5.27 -6.70 3.83  0.000
H: -5.36 -0.63 5.93  0.000
H: 1.61 7.69 -5.08  0.000
N: -1.46 3.76 -1.96  0.479
H: 3.60 -8.58 -6.44  0.000
H: 7.96 -5.38 -8.83  0.000
H: 2.06 -8.65 -7.20  0.000
N: -7.12 -4.66 2.97  0.000
H: 4.16 -1.06 -7.53  0.000
H: -0.15 -4.70 5.00  0.000
H: 2.14 1.59 -4.93  0.000
H: -0.20 8.25 -0.97  0.000
H: -8.44 2.57 3.21  0.000
H: -5.34 -4.01 8.63  0.000
H: 1.74 0.85 -6.52  0.000
H: 0.12 -2.64 1.29  0.000
H: 1.06 5.32 3.84  0.000
H: -8.52 -2.91 6.09  0.000
C: -1.50 -0.32 1.02  0.015
H: 1.12 1.79 -0.05  0.009
H: -10.42 -4.14 3.50  0.000
H: 4.07 3.19 -4.65  0.000
H: -2.65 2.33 2.77  0.000
O: 7.83 2.47 -0.57  0.000
H: 8.81 -5.24 -7.29  0.000
H: 0.68 -1.96 2.78  0.000
H: -0.78 6.17 0.31  0.003
H: -4.78 -5.80 5.17  0.000
H: 0.18 1.92 5.26  0.000
H: 2.46 3.26 4.50  0.000
C: -9.50 -3.34 5.90  0.000
H: 3.01 -5.81 7.43  0.000
H: 1.04 0.08 -0.26  0.009
H: -0.57 5.83 4.37  0.000
C: 3.89 5.74 1.08  0.000
H: -2.80 1.33 -3.11  0.001
H: 0.67 -5.29 2.49  0.000
C: -6.25 3.57 -1.93  0.000
C: -5.06 -1.06 1.52  0.000
H: 2.20 6.70 -3.69  0.000
H: 2.90 7.43 -1.51  0.000
C: -3.95 -1.72 5.37  0.000
C: -5.66 0.29 0.96  0.000
H: 1.90 3.65 -0.94  0.000
H: -1.80 4.11 0.14  0.002
N: 5.64 3.88 0.91  0.000
H: 0.94 0.62 -2.87  0.000
H: -6.29 -4.01 4.81  0.000
H: -1.99 1.00 3.72  0.000
H: 4.19 4.30 -5.91  0.000
H: 0.69 2.96 -4.09  0.000
H: -2.90 -3.07 0.29  0.000
C: -6.47 -4.92 4.25  0.000
C: -1.05 4.32 -0.63  0.028
C: 2.26 3.51 -1.96  0.000
H: 5.85 5.94 1.74  0.000
C: -5.09 -5.66 4.13  0.000
H: 0.37 -2.51 -4.49  0.000
C: 6.55 -2.10 -6.23  0.000
C: 0.07 4.98 4.15  0.000
H: 0.22 1.43 7.68  0.000
H: 3.90 -6.40 -6.90  0.000
N: 6.30 -1.23 -7.40  0.000
C: 0.23 -5.10 5.93  0.000
O: 2.35 -7.13 -5.67  0.000
C: 0.51 0.42 7.38  0.000
C: -2.77 1.76 3.69  0.000
O: -0.28 -0.53 1.71  0.003
H: 3.33 -1.69 4.61  0.000
O: -4.10 -4.91 3.43  0.000
H: 4.19 0.35 1.76  0.000
H: 6.26 -1.92 -8.13  0.000
H: 5.00 4.75 2.60  0.000
H: 5.03 -2.93 0.18  0.000
H: -10.20 -2.75 5.31  0.000
C: 2.20 6.82 -4.77  0.000
H: 7.54 -3.79 -5.55  0.000
C: 3.33 -4.80 -5.65  0.000
H: 0.21 4.34 5.02  0.000
C: -2.44 -1.68 5.01  0.000
O: -4.97 3.66 -2.47  0.003
C: -4.17 -2.80 6.46  0.000
H: -2.49 1.44 0.17  0.000
C: 1.44 1.21 -2.09  0.000
C: 4.98 0.39 -6.11  0.000
H: 5.12 0.15 -8.29  0.000
C: 2.95 -6.09 -6.46  0.000
O: 1.45 2.58 -2.67  -0.001
C: 5.98 4.08 -0.53  0.000
H: -4.56 -1.89 4.49  0.000
C: 5.17 5.10 1.58  0.000
H: -0.33 -0.19 7.06  0.000
H: 8.58 -2.69 -6.36  0.000
O: 4.13 6.56 -0.03  0.000
H: -2.37 -0.48 1.66  0.002
H: -5.98 2.96 1.39  0.000
H: -1.01 -2.36 2.50  0.000
H: 3.19 -4.25 -0.24  0.000
H: 2.41 -5.85 -7.38  0.000
H: 4.03 4.95 -4.25  0.000
H: -8.38 6.24 3.09  0.000
O: 1.73 5.73 -5.51  0.000
O: 3.65 2.00 0.72  0.001
H: 1.87 2.18 2.06  0.000
H: -3.72 2.85 -1.08  0.000
H: -2.69 5.25 -2.78  0.027
H: -2.15 -1.20 -5.60  0.000
C: -0.35 7.72 -1.91  0.001
H: 2.15 -9.23 -5.59  0.000
C: 2.61 -4.00 5.55  0.000
H: 1.77 -5.31 1.10  0.000
H: -0.23 -6.06 6.17  0.000
C: 2.90 2.28 4.35  0.000
H: 1.01 0.03 8.27  0.000
H: 5.02 4.20 -1.03  0.000
H: -1.66 -0.13 -2.14  0.003
H: -2.81 3.69 -3.51  0.006
C: 6.59 2.79 -1.20  0.000
C: 1.78 1.30 3.95  0.000
H: -3.48 -2.81 7.30  0.000
C: 1.76 -5.26 5.90  0.000
C: -8.31 -3.78 3.20  0.000
H: 3.26 4.90 0.78  0.000
C: 1.11 -2.57 -3.69  0.000
H: -6.38 4.50 -1.38  0.000
H: -9.50 -5.57 3.34  0.000
H: 2.62 7.90 0.18  0.000
H: -1.73 1.60 -5.38  0.000
C: 3.93 0.61 0.73  0.000
H: 0.04 2.57 -6.83  0.000
H: -3.88 0.06 -3.75  0.000
H: 5.84 0.32 -3.43  0.000

No. 3
The following is a quantum chemistry calculation of a 3-piece molecular cluster, C32H42Cl2N4O6S2 overall, from the OMol25 dataset.

Output
Molecular weight: 713.75 g/mol
HOMO-LUMO gap: 7.838 eV
LUMO energy: -0.0249 Eh
Energy relative to the best compared isomer or geometry (same formula, charge and spin): 3.681 eV

Last column: Mulliken charge in e.
CARTESIAN COORDINATES (ANGSTROEM)
S: 0.15 4.61 0.18  0.731
C: -0.11 -0.49 -1.85  0.512
C: 0.23 -0.28 -0.42  0.271
H: 0.28 -3.27 1.61  -0.401
C: -1.71 -3.28 -5.59  -0.528
C: -1.64 -1.61 -3.74  -0.493
C: 0.48 4.36 -1.57  -0.956
O: 1.65 1.43 0.70  -0.463
H: 0.92 -0.82 2.30  -1.249
H: -2.51 0.65 3.85  0.286
O: 0.42 0.56 -4.02  -0.557
H: 3.17 -4.63 3.61  0.341
H: -0.77 -3.70 -3.56  0.388
O: 4.52 -2.20 2.68  -0.400
H: -4.11 4.22 -0.66  0.476
H: -3.51 -2.98 0.62  0.577
C: -0.19 -0.75 2.18  -0.024
N: -2.23 -0.58 -4.38  -0.405
H: -3.12 -0.07 -6.27  0.372
C: 1.51 0.60 -0.17  0.567
H: 3.06 -0.83 1.96  -0.405
H: -0.04 5.12 -2.16  0.498
N: 0.50 1.39 3.39  -0.563
C: -1.30 -2.95 -4.20  -0.373
H: -2.76 -2.32 -7.29  0.298
H: 4.24 -0.16 3.20  0.235
H: 0.11 3.37 -1.85  0.069
C: -1.70 -1.77 0.23  0.388
C: 4.79 0.22 -3.19  -0.631
C: -2.63 -2.59 1.21  -0.923
C: 2.72 0.45 -1.16  0.227
H: -0.83 1.85 1.20  0.008
H: 4.81 -3.08 4.53  0.352
H: -0.32 -4.08 0.10  0.221
C: 2.75 -3.59 3.71  -0.692
C: 5.15 0.43 -1.79  -0.211
C: -1.24 -1.32 -2.25  0.732
C: -0.56 -0.92 0.68  1.097
H: 3.14 -0.03 -4.68  0.415
H: -2.91 3.16 0.10  -0.189
H: -4.28 3.76 1.06  0.378
C: -1.89 -3.92 1.73  0.161
H: 6.24 0.53 -1.54  0.397
H: 5.60 0.13 -3.95  0.355
H: -6.60 3.54 -1.02  0.387
N: -1.55 0.39 4.06  -0.557
H: 2.00 -3.54 4.54  0.310
C: 0.81 6.29 0.24  -1.121
H: -1.25 1.03 4.80  0.298
H: 5.32 -1.20 0.45  0.384
Cl: -2.80 -5.38 1.06  -0.229
O: 4.47 0.78 0.57  -0.423
C: 3.37 0.13 -3.60  -0.714
H: -0.62 -1.59 2.79  0.622
H: 1.87 6.28 0.00  0.377
C: 5.09 -0.38 1.18  -0.857
H: 2.31 -3.32 2.71  0.018
C: -0.41 -4.08 1.22  -0.456
H: -1.52 -4.26 -6.07  0.390
O: -1.32 4.70 0.36  -0.653
C: -2.03 -1.95 -1.20  -0.669
H: 0.08 2.29 3.66  0.334
C: -0.67 0.62 2.86  0.390
C: -3.96 3.42 0.07  -0.589
S: -4.89 1.97 -0.42  0.562
H: 6.05 -0.02 1.64  0.263
H: -2.24 1.02 1.65  0.035
H: -1.97 -4.01 2.84  0.433
H: 0.84 0.89 4.22  0.356
H: -6.68 3.10 0.71  0.296
C: 0.81 0.17 -2.95  0.115
H: 3.63 -1.72 4.56  0.246
C: 3.96 -2.60 3.95  -0.348
H: -0.01 -5.06 1.58  0.476
H: 1.55 4.41 -1.76  0.393
H: 0.27 6.93 -0.46  0.339
C: -6.52 2.73 -0.30  -1.074
C: -2.39 -2.16 -6.25  -0.368
H: -2.89 -2.59 -1.51  0.350
C: 4.11 0.55 -0.74  0.045
H: 0.68 6.67 1.26  0.351
O: -4.76 0.99 0.70  -0.574
H: -7.27 1.97 -0.53  0.341
C: 4.13 -0.87 2.34  0.459
Cl: -3.35 -1.63 2.56  -0.107
N: -1.41 1.53 1.97  -0.411
C: -2.62 -0.85 -5.66  -0.320
C: 2.33 0.24 -2.58  0.014

No. 4
The following is a quantum chemistry calculation of one molecule with the formula C4H5NO2, from the OMol25 dataset.

Output
Molecular weight: 99.09 g/mol
HOMO-LUMO gap: 8.858 eV
LUMO energy: 0.0172 Eh
SMILES: CC1=C(O)N1C=O
Energy relative to the best compared isomer or geometry (same formula, charge and spin): 3.724 eV

Last column: natural (NBO) charge in e.
CARTESIAN COORDINATES (ANGSTROEM)
N: 0.90 0.04 0.61  -0.530
C: -0.58 0.20 0.13  0.080
C: -1.79 -0.64 0.18  -0.662
O: 0.58 2.40 -0.35  -0.639
H: 2.74 -0.73 -0.06  0.111
H: -1.64 -1.55 -0.41  0.251
C: 0.22 1.17 -0.01  0.443
C: 1.64 -0.82 -0.22  0.528
H: -2.01 -0.93 1.22  0.232
O: 1.16 -1.65 -0.95  -0.553
H: 1.41 2.61 0.10  0.500
H: -2.64 -0.10 -0.22  0.239

Question: Among the records above, which one has the highest molecular weight?
Answer: C66H181N11O26

Question: Among the records above, which one has the lowest molecular weight?
Answer: C4H5NO2